Record 1
# C17H17N5OS

The molecule C17H17N5OS (ωB97M-V with the def2-TZVPD basis set, the Open Molecules 2025 dataset).

Positions of all 41 atoms, in Å:
S: 3.27641 -0.68982 -0.42347
O: 1.39774 -0.64105 -3.43156
N: 0.13060 -0.32191 -1.55690
N: 2.82070 -0.00011 2.17420
N: 1.80640 -0.02942 3.04846
N: 1.05945 -0.78973 1.19002
N: 0.79478 -0.49508 2.45559
C: -2.92614 -1.49461 1.65219
C: -1.60191 1.34935 -1.25838
C: 4.13500 0.46710 2.48557
C: -2.67335 2.05743 -1.78413
C: -3.06610 1.90085 -3.10087
C: -1.84092 0.89547 2.49874
C: 1.17258 -0.82169 -2.25584
C: -1.21015 1.56838 0.17531
C: -2.38682 -0.61513 0.72915
C: -2.37726 0.01775 3.42081
C: -2.92094 -1.18324 2.99935
C: -1.31599 0.29450 -3.41358
C: -0.92419 0.44739 -2.08764
C: -1.83541 0.58806 1.14374
C: 2.10940 -1.68692 -1.40950
C: 2.33305 -0.48660 1.00444
C: -2.37856 1.02076 -3.91727
H: 4.34705 1.38990 1.94289
H: -3.90113 2.46583 -3.48686
H: 4.87153 -0.28646 2.20362
H: -0.12121 1.51846 0.28095
H: -2.67130 0.89071 -4.94808
H: 4.17524 0.65110 3.55697
H: -3.35117 -2.42856 1.31345
H: 0.10315 -0.49834 -0.55337
H: 1.56632 -2.32883 -0.71791
H: -2.36832 0.27062 4.47066
H: -3.20455 2.74782 -1.14460
H: 2.73685 -2.27515 -2.07870
H: -2.40955 -0.86946 -0.32093
H: -3.33919 -1.87248 3.71812
H: -0.78255 -0.39314 -4.04800
H: -1.50817 2.57779 0.47053
H: -1.41439 1.83050 2.83397

Kohn-Sham gap   8.905 eV
LUMO   0.404 eV
Structure (SMILES)   Cn1nnnc1SCC(=O)Nc1ccccc1Cc1ccccc1
Multiplicity   1
E_tot   -38237.9110 eV
E_HOMO   -0.31242 Eh
Molar mass   339.4 Da

Record 2
# C35H52OP4Y

A structure of composition C35H52OP4Y (ωB97M-V with the def2-TZVPD basis set, the Open Molecules 2025 dataset).

Positions of all 93 atoms, in Å:
Y: 0.12405 0.19569 -0.87891
P: 2.27122 1.90701 -0.75413
P: 2.20079 -1.20317 0.93706
P: -0.95714 0.91874 1.67206
P: -0.31553 -2.65186 -0.94970
O: -0.05865 0.04176 -2.88650
C: -3.28931 4.75965 2.68755
C: 3.60830 -1.86931 -0.05197
C: 1.00024 -1.55371 -5.95004
C: -2.87893 -0.84229 2.96883
C: 3.17542 -0.20183 2.14493
C: -1.81107 3.54240 1.18309
C: 0.85153 -0.56869 5.06428
C: -1.02569 -3.70637 0.37461
C: 1.03367 -3.70442 -1.67137
C: -0.18489 1.75490 -5.01081
C: 2.52226 2.95286 0.73584
C: -0.23672 -2.07824 -6.37687
C: -0.13115 -0.69841 -3.99797
C: -1.05132 2.18982 -4.10442
C: 1.40602 0.56578 5.66435
C: -3.17477 -0.39184 0.61259
C: -1.77805 -2.96324 -2.01068
C: 0.18161 -0.46359 3.84484
C: -1.43838 -1.68599 -5.76127
C: -3.87541 -1.81972 2.90344
C: -1.86613 2.44168 2.05427
C: -2.66205 2.47156 3.22105
C: 4.02394 1.54668 -1.19119
C: -4.25969 -1.27187 0.59537
C: 1.84702 3.24600 -1.95535
C: -4.60136 -1.99018 1.73098
C: 1.26923 1.81331 5.04438
C: -1.39024 -1.16145 -4.45076
C: 1.05098 -0.89934 -4.72397
C: -3.36936 3.63800 3.53628
C: 1.89192 -2.65172 2.01453
C: -2.40842 -0.24555 1.79182
C: -0.04227 0.79702 3.26882
C: 0.50539 1.94367 3.88418
C: -2.53562 4.69015 1.50798
H: 4.05720 0.75744 -1.95316
H: -5.43566 -2.67075 1.70016
H: 2.56899 2.38673 1.67504
H: -2.67943 -2.49861 -1.57581
H: -2.03755 1.72971 -4.03971
H: -4.09473 -2.40894 3.78115
H: -3.97692 3.65937 4.44106
H: 1.18990 -3.36415 1.57488
H: 1.69931 -4.04742 -0.86669
H: -1.60931 -2.53199 -2.99575
H: -0.23376 -2.82616 -7.14957
H: 1.45133 2.79397 -2.87808
H: 1.67078 3.64671 0.81101
H: 0.86854 2.02297 -5.03671
H: 2.82642 -3.18558 2.24274
H: -2.51406 5.54803 0.83931
H: 0.29271 2.94548 3.49385
H: 3.75091 -0.83342 2.83348
H: -1.56536 -3.04845 1.07461
H: 4.04815 -1.04596 -0.62428
H: -2.73795 1.59561 3.88013
H: -3.83412 5.66895 2.96324
H: 4.49128 2.45255 -1.59704
H: 1.08641 3.94414 -1.57133
H: 1.72937 2.68960 5.48584
H: 0.63658 -4.58577 -2.19761
H: -0.87459 3.11031 -3.54456
H: -2.52538 -0.52359 3.94600
H: 1.45026 -2.33035 2.96077
H: 3.20522 -2.58885 -0.77200
H: 2.76599 3.81328 -2.18201
H: 0.92886 -1.55457 5.52461
H: -2.41629 -1.80921 -6.27568
H: 1.98571 -0.50241 -1.41466
H: 1.92282 -1.63998 -6.51947
H: 4.59898 1.19989 -0.32358
H: 3.87664 0.44329 1.61718
H: -1.92473 -4.05146 -2.11957
H: 1.62937 -3.10560 -2.37612
H: -1.20667 3.49500 0.27080
H: 3.45968 3.52614 0.62380
H: -0.59529 1.17295 -5.84984
H: -1.74829 -4.40805 -0.08099
H: 1.91656 -0.45209 -4.25493
H: -2.96577 0.20966 -0.27631
H: -2.30582 -1.10776 -3.83367
H: -0.26247 -4.28588 0.90785
H: -0.18241 -1.36411 3.34404
H: 1.93489 0.46609 6.60563
H: 4.38434 -2.34459 0.56460
H: 2.52129 0.42989 2.74614
H: -4.84334 -1.38595 -0.31599

Kohn-Sham gap (spin up / spin down)   4.567 / 4.381 eV
LUMO (spin up / spin down)   -11.260 / -11.446 eV
Multiplicity   1
E_tot   -77356.7174 eV
E_HOMO (spin up / spin down)   -0.58165 / -0.58166 Eh
Molar mass   701.6 Da
Total charge   +3

Record 3
# C4H13N3

A structure of composition C4H13N3 (ωB97M-V with the def2-TZVPD basis set, the Open Molecules 2025 dataset).

Positions of all 20 atoms, in Å:
N: -2.66789 -0.26402 0.93539
N: 0.55662 -1.35802 -0.72843
N: -1.68148 -0.20518 1.55766
C: 0.20780 0.85118 0.26498
C: 1.00077 -0.43935 0.33019
C: 2.51131 -0.14152 0.28552
C: -2.19169 0.64816 -1.06258
H: 0.30856 1.44954 1.16656
H: 3.09131 -1.06637 0.35610
H: 0.78764 -0.93735 1.28200
H: -1.04338 0.73266 -0.20088
H: 1.16662 -2.16711 -0.77779
H: 2.77431 0.35150 -0.65412
H: 0.50476 1.44736 -0.60428
H: 2.81329 0.50937 1.10951
H: 0.59659 -0.89802 -1.63283
H: -1.63305 -0.61781 2.52012
H: -1.53360 1.07756 -1.82093
H: -2.54854 -0.29563 -1.46162
H: -3.01995 1.32306 -0.86456

Kohn-Sham gap (spin up / spin down)   8.070 / 8.105 eV
LUMO (spin up / spin down)   0.239 / 0.561 eV
Multiplicity   1
E_tot   -8823.7208 eV
E_HOMO (spin up / spin down)   -0.28777 / -0.27723 Eh
Molar mass   103.2 Da

Record 4
# C6H13NO

The molecule C6H13NO (ωB97M-V with the def2-TZVPD basis set, the Open Molecules 2025 dataset).

Positions of all 21 atoms, in Å:
O: 2.06489 -0.07983 -1.91594
N: -0.36368 -0.18214 -0.49503
C: 1.28020 0.80835 -2.12364
C: 0.39883 -0.16858 0.76630
C: -0.12866 -1.05686 3.11599
C: 0.03962 -1.37539 1.63092
C: -1.16555 1.25912 -2.33786
C: -0.01921 0.94550 -1.36326
H: -0.86430 -1.87050 1.29556
H: 1.47407 -0.21702 0.57076
H: -1.09822 0.77440 -3.31519
H: -1.12785 -0.69625 3.33281
H: -0.05626 -1.99952 3.67530
H: 1.45169 1.57594 -2.90377
H: 0.76679 -2.18218 1.48286
H: 0.15872 0.76682 1.27059
H: 0.05503 1.81061 -0.75763
H: -0.07340 -1.00219 -1.02704
H: 0.64139 -0.41851 3.54475
H: -1.30696 2.32732 -2.53660
H: -2.12715 0.98091 -1.90989

Kohn-Sham gap   9.988 eV
LUMO   0.969 eV
Structure (SMILES)   CCCN[C@H](C)C=O
Multiplicity   1
E_tot   -9969.6452 eV
E_HOMO   -0.33146 Eh
Molar mass   115.2 Da

Record 5
# C11H28F6NO13S2

A cluster of 8 separate species, C11H28F6NO13S2 in total (ωB97M-V with the def2-TZVPD basis set, the Open Molecules 2025 dataset).

Positions of all 61 atoms, in Å:
S: 4.18673 -0.20421 0.31202
S: -2.60971 -1.29655 -1.72373
F: 5.12137 -0.54984 -2.20917
F: -3.86842 -2.59106 -3.77777
F: 5.81060 -2.05910 -0.79165
F: -2.65423 -0.88485 -4.36446
F: 3.70632 -2.14921 -1.46435
F: -1.65137 -2.83830 -3.69964
O: 4.03884 -1.14732 1.48251
O: -3.61281 -0.25928 -1.63606
O: 5.27473 0.80912 0.44008
O: 0.91884 1.13643 4.79469
O: -0.31675 -2.04397 2.36204
O: -2.87261 -2.40205 -0.79614
O: 1.39348 -0.87236 2.78103
O: -0.87606 -4.26863 -0.18898
O: 1.47333 -2.85145 3.26552
O: 0.06711 3.69787 -1.96942
O: -1.22111 -0.73022 -1.58350
O: -0.53053 2.66246 0.66391
O: 2.89378 0.36436 -0.10874
N: 0.39022 0.24432 0.44081
C: -1.48163 2.33767 -3.37341
C: -2.55308 1.44461 1.16876
C: -0.23777 1.90001 4.86835
C: -2.65762 -1.99017 -3.55394
C: 4.77522 -1.34570 -1.19482
C: 0.80364 -1.91691 2.79979
C: 0.12921 3.21141 4.19694
C: 0.21528 -3.72925 -0.89431
C: -1.93992 2.73904 0.47635
C: 1.20176 -4.80503 -1.25768
C: -0.16909 2.41980 -2.57399
H: -0.32197 1.64450 -1.82323
H: 0.06151 4.40682 -2.61670
H: -1.11988 1.46798 4.39576
H: 0.75908 3.84998 4.81630
H: 0.68975 -3.00324 -0.23409
H: 2.10068 -4.36480 -1.68924
H: -2.10261 2.69360 -0.60049
H: 1.27106 -5.43264 -0.36920
H: -1.35648 2.94380 -4.27065
H: -0.74210 3.83649 4.00150
H: -2.21001 0.58196 0.59757
H: -0.15900 3.28551 0.03512
H: -1.66430 1.32023 -3.71917
H: 1.32665 0.37166 0.08445
H: 0.77698 -5.41766 -2.05289
H: 0.01417 1.14895 0.68641
H: -0.54558 1.95619 5.91247
H: -2.41237 3.64487 0.85626
H: 0.85926 0.50862 4.07088
H: -2.38862 2.67496 -2.87171
H: 0.45805 -0.26426 1.31078
H: 0.55579 3.01840 3.21263
H: -0.03458 -3.15241 -1.78477
H: -1.53953 -4.45208 -0.85812
H: 0.76952 2.12753 -3.04483
H: -3.64056 1.39909 1.11039
H: -0.20347 -0.14335 -0.27845
H: -2.34922 1.31764 2.23197

Kohn-Sham gap   1.528 eV
LUMO   5.718 eV
Multiplicity   1
E_tot   -77939.4961 eV
E_HOMO   0.15399 Eh
Molar mass   560.5 Da
Total charge   -3

- The lowest molar mass belongs to which entry?
  C4H13N3

- Which formula does entry 1 have?
  C17H17N5OS